The following is a quantum chemistry calculation of a molecular structure, C30H30F16N3ORhSSbSe, from the Open Molecules 2025 dataset.

Calculated values
E_LUMO (alpha / beta) = 0.1264 / -2.4693 eV
ΔE to the lowest compared entry with this formula, charge and spin = 11.40 kcal per mole
multiplicity = 6
frontier orbital gap (alpha / beta) = 7.90 / 5.73 eV
HOMO level (alpha / beta) = -7.77 / -8.20 eV

CARTESIAN COORDINATES (ANGSTROEM)
1 C 0.355 3.085 -0.955
2 Se 1.689 -0.626 -0.597
3 H 1.954 -3.060 -6.753
4 F 4.517 4.243 4.506
5 C 0.320 4.165 -3.149
6 C 2.181 -2.953 -3.918
7 C -2.810 -2.818 -1.516
8 Sb 1.348 -2.842 2.972
9 F 2.919 -1.982 2.416
10 H -1.509 4.296 0.276
11 H -3.028 1.472 3.783
12 C 1.686 4.018 -3.289
13 C 2.243 3.710 4.779
14 F 0.229 -1.464 2.222
15 C 1.163 2.937 4.433
16 H 2.963 -3.429 -0.920
17 C -1.295 3.366 0.803
18 C -0.317 3.706 -2.010
19 C -2.122 1.700 3.212
20 F -0.279 -3.653 3.493
21 C 1.201 -2.535 -4.812
22 C 2.354 -2.352 -2.682
23 H 0.918 -4.283 -6.033
24 C 1.245 1.932 3.428
25 H -3.189 -0.494 2.204
26 F 3.722 3.310 -2.348
27 C -2.577 2.578 0.970
28 H -3.756 -4.611 1.219
29 F 4.800 2.301 2.647
30 H -3.362 3.202 1.422
31 H 0.208 -2.809 -6.704
32 H -4.062 -2.898 0.941
33 H -0.932 3.663 1.796
34 H -3.386 -1.891 -1.482
35 F 2.121 4.677 5.684
36 C 1.742 2.995 -1.120
37 N 0.232 1.183 2.979
38 F 1.240 -3.688 1.294
39 F -0.009 3.236 5.009
40 C 2.524 1.752 2.832
41 H -1.929 2.766 3.323
42 C 1.056 -3.207 -6.150
43 H -1.742 -2.875 1.801
44 C -3.432 0.419 1.661
45 H 2.832 -3.777 -4.191
46 C -3.438 -3.744 0.641
47 H -1.125 -0.157 3.698
48 H -4.590 -4.013 -1.209
49 C -1.966 -3.439 0.896
50 C 0.378 -1.474 -4.452
51 C 2.396 3.428 -2.257
52 N -2.328 1.375 1.784
53 N -0.260 2.561 0.160
54 Rh -0.199 0.616 0.863
55 H 0.202 1.224 -2.722
56 H -1.350 -4.339 0.910
57 F -0.395 4.710 -4.136
58 H -4.358 0.846 2.068
59 H 4.072 -3.561 -2.297
60 H -0.379 -1.132 -5.148
61 F 2.309 -4.248 3.753
62 C 3.612 2.512 3.199
63 C 3.474 3.498 4.165
64 F 2.307 4.440 -4.391
65 C 0.505 -0.828 -3.231
66 H -2.924 2.245 -0.009
67 H -3.090 -4.931 -1.131
68 C -0.947 0.918 3.791
69 H -3.574 0.160 0.616
70 H -0.805 1.145 4.844
71 S -1.366 -2.451 -0.491
72 C -0.389 0.341 -2.946
73 H -1.010 0.556 -3.815
74 H -2.481 -2.999 -2.538
75 F 1.350 -1.770 4.526
76 O -1.546 -0.983 -0.107
77 C 1.497 -1.281 -2.329
78 C -3.556 -3.980 -0.865
79 F -1.663 3.778 -1.995
80 F 2.511 2.532 -0.122
81 H 4.009 -2.088 -1.313
82 C 3.413 -2.885 -1.754
83 H -1.034 0.169 -2.082
84 F 2.714 0.787 1.955

Results of the Mulliken charge analysis, in e, for atoms 1 through 8: -0.82 0.39 0.35 -0.29 0.17 -1.02 -0.76 2.17

=====

The following is a quantum chemistry calculation of a molecular structure, C30H30FN8O5PbS2, from the Open Molecules 2025 dataset.

Calculated values
E_LUMO = 0.6427 eV
frontier orbital gap = 4.03 eV
charge = -1
HOMO level = -3.39 eV

CARTESIAN COORDINATES (ANGSTROEM)
1 C 1.020 -1.608 5.704
2 C 2.606 -0.542 7.343
3 H -5.012 -0.123 -0.614
4 H -3.470 -3.928 9.877
5 C 2.484 -0.538 -4.658
6 H 2.590 2.253 0.913
7 O 1.719 -2.315 2.214
8 H 0.741 0.240 8.293
9 N 1.813 2.895 0.777
10 H -0.087 -1.347 7.547
11 O -3.231 0.513 -2.067
12 Pb 0.533 -0.359 0.418
13 N 1.309 -1.705 -2.425
14 C 2.319 -1.345 8.570
15 C 2.830 -0.780 3.675
16 C -4.105 -1.874 2.134
17 H 2.280 0.848 9.024
18 H 3.143 -1.535 9.244
19 H -0.672 2.896 -1.166
20 C -4.423 -0.674 0.104
21 H -2.382 -2.568 10.191
22 N -2.283 -2.582 7.116
23 H 2.942 -0.067 -5.519
24 H 3.748 0.229 5.238
25 C -3.668 -2.779 6.570
26 H 3.185 -2.371 -1.917
27 H -1.034 -3.537 8.519
28 C -1.161 -2.545 6.159
29 N -2.249 -1.476 0.679
30 H -0.207 -3.286 3.017
31 H -2.066 -2.420 2.486
32 H 3.616 -0.171 7.266
33 C 1.798 0.075 8.443
34 C -2.507 -0.261 -1.454
35 H 1.613 -2.159 8.497
36 N -3.929 -2.080 8.889
37 C 2.956 -0.461 4.973
38 C -1.214 -3.121 4.902
39 H -6.011 -1.106 1.482
40 C 1.121 2.726 -0.362
41 H -5.129 -3.582 7.967
42 C -2.986 -3.054 9.424
43 C -4.955 -1.211 1.259
44 H 4.324 -1.350 -3.863
45 C 3.253 -1.248 -3.744
46 C -0.057 -1.820 6.576
47 H -2.363 -4.513 7.889
48 H 1.230 2.962 1.606
49 H -2.342 -1.649 7.538
50 C 0.579 -1.014 -3.295
51 N -0.153 3.216 -0.361
52 S -0.611 1.059 2.079
53 C 2.616 -1.815 -2.656
54 H -3.715 -3.768 6.132
55 C 3.667 0.061 2.679
56 O -1.658 -0.950 -4.024
57 C -0.915 -0.852 -3.050
58 H -0.638 2.978 0.509
59 C -2.088 -3.528 8.263
60 H 0.467 0.105 -5.108
61 H -4.547 -1.724 9.602
62 N -1.246 -0.664 -1.751
63 C 0.901 -2.120 4.399
64 N 2.131 -0.857 6.015
65 O 4.772 0.438 3.091
66 S 1.754 1.886 -1.676
67 C -4.656 -2.616 7.747
68 C 1.862 -1.779 3.301
69 C -2.765 -1.959 1.802
70 C -3.062 -0.838 -0.155
71 F -2.261 -3.885 4.529
72 H -3.805 -2.039 5.784
73 C 1.125 -0.430 -4.438
74 C -0.186 -2.895 4.027
75 H -4.467 -2.302 3.063
76 O 3.021 0.374 1.656
77 H -5.442 -1.918 7.466

Results of the Mulliken charge analysis, in e, for atoms 1 through 8: 0.19 -0.07 0.47 0.35 -0.30 0.33 -0.72 0.18

=====

The following is a quantum chemistry calculation of 2 unconnected molecules or ions with the total composition C30H30IN3O4P, from the Open Molecules 2025 dataset.

Calculated values
E_LUMO = -2.9783 eV
ΔE to the lowest compared entry with this formula, charge and spin = 0.00 kcal per mole
frontier orbital gap = 7.66 eV
charge = +1
HOMO level = -10.64 eV

CARTESIAN COORDINATES (ANGSTROEM)
1 H 3.387 0.125 -3.033
2 O 0.455 0.527 -3.747
3 C -4.458 -5.854 -1.033
4 H 0.853 -0.351 -3.772
5 H -0.075 -0.037 -1.628
6 C -4.883 -7.191 -1.613
7 C 3.697 4.000 0.080
8 C 2.350 1.579 0.830
9 C 3.976 5.792 -1.714
10 H -4.318 -5.914 0.046
11 H -1.305 -2.070 -2.715
12 H 4.222 4.999 -2.414
13 N -3.193 -5.378 -1.617
14 C 3.456 2.919 -0.924
15 H -5.207 -5.089 -1.228
16 C -1.315 -0.584 2.095
17 H 4.735 6.571 -1.804
18 C 2.452 1.891 -0.527
19 H 3.824 4.275 3.463
20 N 3.034 0.784 -3.718
21 C 0.520 0.086 0.420
22 C 4.154 6.259 0.728
23 H -3.360 -0.501 6.438
24 O 2.624 7.021 -3.261
25 H -3.791 -3.497 -2.447
26 C 1.597 1.269 -1.445
27 O 4.027 2.866 -1.991
28 O 3.708 1.678 2.770
29 P 1.616 1.630 -3.258
30 H 4.291 6.661 2.818
31 H -4.635 0.240 5.498
32 H -0.070 -1.881 0.977
33 H 4.341 7.291 0.458
34 C -2.627 -0.138 2.026
35 C 3.858 4.590 2.430
36 C -0.752 -0.756 3.358
37 C -1.472 -0.477 4.505
38 C 2.703 6.453 -2.223
39 H 2.923 0.324 -4.614
40 C -1.982 -6.029 -1.557
41 H -0.097 -3.146 -3.440
42 C 3.633 3.650 1.435
43 C -3.022 -4.225 -2.251
44 H -4.375 0.487 3.093
45 H -5.810 -7.510 -1.141
46 N -1.745 -4.114 -2.604
47 C -2.788 -0.024 4.436
48 C -3.352 0.142 3.177
49 H -3.302 1.238 6.113
50 C -0.547 -0.903 0.836
51 C 4.120 5.901 2.068
52 C -1.160 -2.969 -3.309
53 C 0.629 0.406 -0.936
54 H -1.889 -6.987 -1.078
55 H 0.260 -1.133 3.447
56 H -1.254 -1.016 0.013
57 H 1.378 0.470 2.366
58 C -3.563 0.268 5.692
59 C 3.289 2.245 1.789
60 I 0.911 6.279 -0.992
61 C 1.415 0.674 1.306
62 H -5.049 -7.117 -2.687
63 H -4.135 -7.963 -1.435
64 C -1.075 -5.236 -2.177
65 H -0.022 -5.355 -2.357
66 H -1.631 -2.853 -4.282
67 C 3.952 5.324 -0.284
68 H -3.105 0.011 1.065
69 H -1.027 -0.626 5.481

Results of the natural (NBO) charge analysis, in e, for atoms 1 through 8: 0.38 -1.00 -0.21 0.46 0.21 -0.62 -0.14 -0.02

=====

The following is a quantum chemistry calculation of a molecular structure, C30H30N4O6S2W, from the Open Molecules 2025 dataset.

Calculated values
E_LUMO = -7.6376 eV
ΔE to the lowest compared entry with this formula, charge and spin = 3.64 kcal per mole
frontier orbital gap = 5.78 eV
charge = +2
HOMO level = -13.42 eV

CARTESIAN COORDINATES (ANGSTROEM)
1 C -2.385 0.461 2.631
2 C 4.266 -1.705 2.614
3 H -2.944 -1.630 0.940
4 C -2.994 4.162 0.768
5 O 1.474 -1.651 -0.177
6 C -1.368 -1.502 3.341
7 H 4.630 -1.999 -0.420
8 C -2.646 1.691 1.959
9 S 2.399 -2.361 -1.200
10 H -1.077 3.829 -0.165
11 C -1.017 3.202 -3.693
12 C 5.332 -0.849 2.426
13 H 3.486 -1.312 -4.505
14 H -4.856 4.256 1.844
15 H 5.347 -0.863 -2.700
16 H -0.771 3.990 -4.389
17 H -3.021 0.248 3.492
18 N -1.884 0.177 -0.892
19 H 5.945 1.121 1.833
20 H -0.922 -1.080 4.246
21 O -0.991 -2.013 0.250
22 C 4.497 -1.533 -2.584
23 H 1.028 2.887 -3.091
24 N -1.464 -0.403 2.344
25 C -3.659 -1.246 0.224
26 H -0.115 -3.234 3.615
27 C 3.833 0.883 1.640
28 H 2.048 -2.911 -3.437
29 H -4.515 -0.822 0.752
30 H 4.421 -2.694 3.028
31 C -1.844 3.444 0.494
32 C -3.956 1.330 -2.428
33 C -3.151 -0.201 -0.738
34 C 1.821 -2.094 2.600
35 W 0.003 -0.314 0.598
36 C 3.991 -1.499 -1.146
37 O 1.526 0.402 1.489
38 C -0.290 1.571 -2.062
39 H 6.333 -1.166 2.678
40 N 0.629 -1.877 2.176
41 H -3.134 5.130 0.307
42 C 2.107 -1.930 -2.963
43 H 1.975 -2.913 3.305
44 O -0.575 1.476 0.861
45 O -0.642 -2.322 -1.890
46 C -0.475 -2.597 2.805
47 C 2.767 0.000 1.783
48 C -2.311 2.789 -3.530
49 H -3.114 3.239 -4.096
50 C -3.792 2.449 2.247
51 H -0.989 -3.213 2.068
52 H -2.365 -1.876 3.583
53 H -4.753 1.765 -3.014
54 O -1.759 -3.761 -0.724
55 N -1.139 -2.751 -0.879
56 C -2.625 1.765 -2.612
57 C -1.679 2.197 1.086
58 C -0.001 2.581 -2.956
59 H 3.778 -0.482 -0.812
60 H 1.146 -1.444 -3.055
61 H -4.040 -2.089 -0.357
62 C 3.307 -1.122 -3.447
63 H 3.111 -0.059 -3.324
64 C -1.618 1.150 -1.842
65 H 4.837 -2.537 -2.847
66 C -4.199 0.361 -1.514
67 H -5.200 -0.008 -1.346
68 C -3.974 3.669 1.638
69 H -4.524 2.066 2.947
70 S 1.021 0.729 -1.293
71 H 3.643 1.890 1.295
72 C 2.972 -1.295 2.276
73 C 5.109 0.444 1.948

Results of the Mulliken charge analysis, in e, for atoms 1 through 8: -0.12 -0.71 0.06 -0.65 -0.33 -1.03 0.44 0.54

=====

The following is a quantum chemistry calculation of a molecular structure, C30H30N7OPtS2Si, from the Open Molecules 2025 dataset.

Calculated values
E_LUMO (alpha / beta) = 2.1130 / 1.5098 eV
ΔE to the lowest compared entry with this formula, charge and spin = 8.02 kcal per mole
multiplicity = 5
frontier orbital gap (alpha / beta) = 4.55 / 6.50 eV
charge = -1
HOMO level (alpha / beta) = -2.44 / -4.99 eV

CARTESIAN COORDINATES (ANGSTROEM)
1 H -5.926 1.959 -0.237
2 H 2.576 2.894 0.375
3 Si -3.630 1.687 0.688
4 H -3.580 3.987 1.708
5 C -4.032 0.033 1.445
6 C -1.364 2.826 -0.300
7 C 0.244 -1.163 3.002
8 H 0.852 -3.462 -0.672
9 C 0.791 -3.893 3.562
10 S -0.075 0.539 2.645
11 C 6.497 -0.827 2.146
12 H 2.551 -0.009 2.428
13 N -2.027 1.718 0.034
14 C 2.297 3.324 -0.586
15 S -1.298 -1.866 0.794
16 H -1.857 -2.570 -3.131
17 H -4.043 -0.773 0.710
18 N 4.250 -0.632 1.259
19 C -4.915 2.021 -0.650
20 C 2.272 -3.126 5.419
21 H 6.865 -0.258 1.302
22 C 4.493 -0.588 -0.099
23 H 2.886 4.221 -0.771
24 C 3.374 -0.056 -0.655
25 C 4.644 -1.795 3.355
26 H -5.024 0.092 1.902
27 C 0.368 4.905 -0.904
28 H -2.956 4.263 -0.633
29 H -0.257 -3.249 -2.757
30 H -4.828 1.274 -1.442
31 H 5.111 -2.760 5.201
32 N -0.013 2.642 -0.325
33 C 7.366 -1.274 3.122
34 H 1.664 -2.296 0.366
35 H -4.802 3.005 -1.110
36 H 5.405 -0.968 -0.525
37 H 3.165 0.119 -1.698
38 H -4.812 2.967 2.461
39 C 6.874 -1.967 4.226
40 C -1.142 -2.764 -2.335
41 C -1.887 4.107 -0.620
42 C 1.035 -1.500 4.066
43 N 2.455 0.238 0.322
44 H -3.308 -0.222 2.221
45 H 8.426 -1.075 3.044
46 C -0.124 -1.543 -0.552
47 H -1.402 6.106 -1.151
48 H 1.457 -0.710 4.677
49 N 1.289 -6.389 3.974
50 C 1.352 -2.855 4.398
51 N 3.050 -3.361 6.252
52 C -0.304 -2.216 2.182
53 C 5.139 -1.093 2.265
54 C 1.062 -5.271 3.795
55 H -3.102 2.731 2.853
56 H 3.587 -2.019 3.429
57 H -1.597 -3.426 -1.593
58 H -0.425 -4.334 1.878
59 C -0.016 -3.544 2.496
60 Pt -0.157 0.479 0.208
61 H 1.065 5.701 -1.124
62 C 7.800 -2.409 5.234
63 C 3.006 -0.114 1.456
64 C -3.800 2.973 2.047
65 H 1.752 -2.110 -1.393
66 H 2.535 2.580 -1.347
67 C 5.510 -2.225 4.348
68 N 8.567 -2.739 6.025
69 O -0.825 -1.502 -1.763
70 C 0.833 3.639 -0.608
71 C -1.016 5.122 -0.911
72 C 1.109 -2.403 -0.562

Results of the Mulliken charge analysis, in e, for atoms 1 through 8: 0.32 0.17 -0.03 0.36 -0.97 0.66 0.96 0.58

=====

The following is a quantum chemistry calculation of 2 unconnected molecules or ions with the total composition C30H30O4S2 at a distorted geometry, from the Open Molecules 2025 dataset.

Calculated values
E_LUMO = -2.8214 eV
frontier orbital gap = 3.67 eV
HOMO level = -6.49 eV

CARTESIAN COORDINATES (ANGSTROEM)
1 C 1.659 -3.679 -7.761
2 H 1.775 -4.275 -8.671
3 C 7.279 -2.431 -0.562
4 O 5.085 -3.161 -5.374
5 C -0.613 -1.926 3.361
6 H 6.404 -7.979 -1.636
7 H 8.130 -1.262 -2.191
8 C 5.007 -2.694 -2.273
9 H -2.179 -2.737 -1.160
10 H -0.591 -3.020 3.458
11 O 4.237 -0.869 -4.745
12 C 0.276 -2.483 -6.175
13 H 6.147 -3.658 0.818
14 H -1.813 -2.543 1.022
15 S 4.075 -2.305 -4.786
16 C 3.862 -2.931 -3.131
17 H 4.180 -3.803 -0.610
18 H -0.808 -2.656 -2.290
19 C 4.657 -6.236 -4.626
20 C 7.280 -1.853 -1.835
21 H 2.868 0.832 1.421
22 O 2.179 -4.698 -4.092
23 H 0.058 -1.503 4.116
24 C 2.650 -2.638 -5.825
25 H -0.698 -2.126 -5.836
26 H 1.344 -1.597 -4.497
27 H 2.231 1.567 -0.040
28 C 6.319 -7.797 -3.789
29 H 6.254 -1.553 -3.676
30 H 3.167 0.004 -2.335
31 H -1.639 -1.609 3.593
32 O 2.633 -4.762 -1.655
33 H 1.942 1.284 -2.028
34 C 6.164 -3.172 -0.159
35 C 6.181 -1.989 -2.681
36 C 2.112 0.298 -2.482
37 C 4.352 -5.835 -3.319
38 H 3.785 -3.696 -7.327
39 C 0.919 -0.687 1.769
40 C 5.653 -7.193 -4.856
41 H -1.879 -1.250 -2.073
42 H 0.475 -1.053 -2.771
43 C -0.199 -1.499 1.988
44 C 5.933 -7.482 -2.486
45 C 1.406 -2.174 -5.418
46 C 0.401 -3.251 -7.337
47 C 2.503 0.605 0.413
48 H 8.137 -2.288 0.104
49 H 1.997 0.422 -3.569
50 C 4.937 -6.527 -2.250
51 C 2.798 -3.362 -7.016
52 H 5.903 -7.463 -5.882
53 H 4.112 -5.810 -5.463
54 C 5.049 -3.270 -0.979
55 C 1.364 -0.351 0.501
56 C -0.914 -1.935 0.865
57 H 1.465 -0.314 2.642
58 H 7.116 -8.512 -3.969
59 C -0.506 -1.638 -0.423
60 C -1.385 -2.086 -1.552
61 C 0.706 -0.887 -0.669
62 H 3.339 0.183 -0.152
63 S 3.114 -4.548 -3.002
64 H 4.609 -6.321 -1.235
65 C 1.114 -0.652 -1.990
66 H -0.488 -3.515 -7.908

Results of the natural (NBO) charge analysis, in e, for atoms 1 through 8: -0.21 0.22 -0.25 -0.97 -0.65 0.21 0.21 -0.08